# C15H40CrF8NO19PS7

A structure of composition C15H40CrF8NO19PS7 at a distorted geometry (the ωB97M-V functional and the def2-TZVPD basis, the Open Molecules 2025 dataset).

As for the electronic energy: -7051.80617 a.u. The spin multiplicity is 4. Its energy above the lowest of the compared OMol25 structures with the same formula, charge and spin is 83.3 kJ/mol. As for the total charge: +1. For the lowest unoccupied orbital energy (spin up / spin down), the calculation gives -5.96 / -4.50 eV. The value obtained for the maximum force is 7.1 eV Å⁻¹.

The geometry in XYZ format:
```
92
Properties=species:S:1:pos:R:3:mulliken_charge:R:1
Cr -0.3007 -0.2555 -0.8584 -1.87
P -1.8455 3.2302 -1.4908 1.56
F -2.4588 4.7002 -1.4332 -0.36
F -0.5165 3.7944 -2.2164 -0.36
F -1.1817 3.4680 -0.0121 -0.34
F -1.1633 1.7362 -1.4395 -0.33
F -3.1979 2.6557 -0.7650 -0.22
F -2.4728 2.8336 -2.9051 -0.37
N 0.6445 -0.2101 -2.5430 0.33
S 2.0663 -0.7716 -3.0917 0.89
O 3.0019 0.1552 -3.6690 -0.60
O 2.1403 -2.1400 -3.5331 -0.59
F 2.6859 -0.9429 -1.6202 -0.23
S 0.0556 0.1779 -4.1592 0.82
O 0.0093 -0.8664 -5.1454 -0.56
O 0.3811 1.5051 -4.5412 -0.50
F -1.4297 0.2651 -3.6528 -0.10
O -2.4152 -0.4244 -1.0799 -0.35
S -3.8387 -0.6412 -1.1304 0.90
O -4.3853 -1.9744 -0.9959 -0.73
O -4.4334 0.2339 0.0630 -0.02
C -5.8392 0.0207 0.4215 -0.61
C -6.4924 1.3812 0.3247 -1.08
C -4.5094 0.2312 -2.5751 -0.89
H -5.9553 -0.4362 1.4019 0.34
H -6.2639 -0.6864 -0.2923 0.55
H -5.8897 2.0133 0.9821 0.23
H -7.5351 1.2762 0.6337 0.42
H -6.5127 1.9181 -0.6226 0.30
H -4.2745 1.2754 -2.3638 0.20
H -5.5857 0.1194 -2.6580 0.44
H -3.9402 -0.1494 -3.4195 0.45
O 1.0077 -1.3484 0.3161 0.16
S 1.8525 -1.6600 1.4614 1.13
O 3.2559 -1.4691 1.4510 -0.68
O 1.2327 -0.7893 2.6417 0.32
C 1.9141 -0.6918 3.8827 -0.55
C 2.9080 0.4717 3.9230 -1.07
C 1.4476 -3.3625 2.0157 -0.93
H 2.3451 -1.6396 4.2051 0.49
H 1.1664 -0.3078 4.5807 0.32
H 2.3598 1.3684 3.6347 0.05
H 3.8028 0.2507 3.3428 0.30
H 3.2458 0.6826 4.9398 0.50
H 1.6927 -3.3659 3.0728 0.62
H 1.9576 -4.0273 1.3305 0.02
H 0.3641 -3.4194 1.9269 0.33
O 1.1639 1.1969 -0.2955 0.64
S 2.2130 2.1392 0.0390 0.40
O 2.4515 2.5727 1.3889 -0.67
O 3.5571 1.4411 -0.5047 0.28
C 4.8802 1.9674 -0.2144 -0.19
C 5.8281 1.3196 -1.2276 -1.21
C 2.0841 3.6124 -1.0174 -1.10
H 5.0647 1.6891 0.8215 0.20
H 4.8169 3.0396 -0.4112 0.31
H 5.4793 1.6536 -2.2020 0.29
H 5.8168 0.2483 -1.0526 0.29
H 6.8112 1.7541 -1.0507 0.43
H 3.0471 4.1140 -1.0589 0.58
H 1.4051 4.2257 -0.4284 0.37
H 1.7575 3.2225 -1.9758 0.21
O -1.8793 -4.4527 -1.2235 -0.76
S -0.7048 -3.7210 -1.5941 1.24
O -0.5992 -2.2857 -1.3931 -0.86
O 0.5162 -4.4116 -0.7974 0.00
C 0.6805 -5.8531 -0.8250 -0.38
C 2.1521 -6.2054 -0.8048 -1.16
C -0.2444 -4.1132 -3.3158 -1.21
H 0.2413 -6.2193 -1.7544 0.42
H 0.1073 -6.2577 0.0071 0.25
H 2.5948 -5.9761 0.1614 0.32
H 2.7121 -5.7361 -1.6141 0.28
H 2.2205 -7.2661 -1.0522 0.41
H -0.7949 -3.3888 -3.9121 0.43
H -0.5149 -5.1495 -3.4989 0.55
H 0.8255 -4.0355 -3.4909 0.34
O -1.0074 0.4647 1.0048 1.56
S -1.2881 1.0093 2.3269 0.73
O -1.1559 0.1734 3.4763 -0.71
O -0.3076 2.2642 2.4701 0.25
C -0.2237 2.9029 3.7514 -0.24
C 0.9385 3.8777 3.7099 -1.28
C -2.8630 1.8448 2.3197 -1.02
H 0.0072 2.1491 4.5070 0.31
H -1.1226 3.4669 4.0035 0.28
H 1.9301 3.4498 3.5783 0.23
H 0.9202 4.3621 4.6907 0.45
H 0.8243 4.6521 2.9516 0.34
H -2.8215 2.6600 1.6027 0.23
H -2.9497 2.2894 3.3134 0.63
H -3.6705 1.1246 2.2529 0.20
```

=====

# C15H40F4HfN2O23S9

A structure of composition C15H40F4HfN2O23S9 at a distorted geometry (the ωB97M-V functional and the def2-TZVPD basis, the Open Molecules 2025 dataset).

As for the electronic energy: -6465.23267 a.u. The spin multiplicity is 2. As for the total charge: +3. For the lowest unoccupied orbital energy (spin up / spin down), the calculation gives -11.23 / -13.27 eV. The value obtained for the maximum force is 11.4 eV Å⁻¹.

The geometry in XYZ format:
```
94
Properties=species:S:1:pos:R:3:mulliken_charge:R:1
Hf -15.9521 -17.3225 5.4494 1.90
N -14.3967 -15.8834 4.9041 0.31
S -13.8179 -14.9930 3.7107 0.74
O -12.7872 -15.7409 2.9460 -0.52
O -13.7921 -13.5375 3.7597 -0.40
F -15.0918 -15.0787 2.7462 -0.24
S -12.8828 -15.4113 5.7127 0.73
O -12.5011 -14.0314 5.9456 -0.40
O -11.8419 -16.4365 5.5965 -0.45
F -13.6163 -15.8256 7.0807 -0.31
N -16.5353 -17.8766 3.3183 0.75
S -16.0364 -18.1519 1.9003 0.52
O -16.1972 -17.0633 0.9348 -0.56
O -15.9191 -19.5329 1.3986 -0.29
F -14.5255 -17.9180 2.4021 -0.27
S -18.2502 -17.9406 2.5078 0.32
O -18.6115 -18.9039 1.4022 -0.44
O -19.0972 -16.7383 2.6314 -0.53
F -18.7711 -18.6172 3.8195 -0.11
O -16.7056 -19.5834 5.4150 -0.67
S -17.1778 -20.9252 4.9725 1.06
O -18.5904 -21.2606 4.7746 -0.60
O -16.2313 -21.4748 3.7350 0.03
C -16.5871 -22.6898 3.0379 -0.48
C -16.1562 -22.5921 1.5174 -0.83
C -16.4870 -22.0908 6.2602 -1.11
H -17.6720 -22.7718 3.1048 0.58
H -15.9682 -23.4670 3.4863 0.29
H -16.6777 -21.7257 1.1107 -0.12
H -16.2962 -23.5369 0.9921 0.51
H -15.1014 -22.3296 1.4356 0.24
H -17.1489 -21.8870 7.1020 0.52
H -15.4226 -21.9407 6.4409 0.16
H -16.8819 -23.0475 5.9183 0.46
O -20.3402 -15.8544 5.0656 -0.66
S -19.7699 -16.6379 6.1244 1.24
O -18.4027 -17.1331 6.0248 -1.17
O -20.0442 -15.8344 7.5609 -0.17
C -21.3419 -15.3122 7.7463 -0.24
C -21.5808 -15.1127 9.2065 -1.27
C -20.8951 -18.1262 6.4088 -1.08
H -22.0538 -15.9389 7.2092 0.48
H -21.2316 -14.3073 7.3387 0.21
H -20.8459 -14.3844 9.5495 0.32
H -21.5714 -16.0557 9.7531 0.34
H -22.5601 -14.6360 9.2480 0.39
H -20.8323 -18.8996 5.6433 0.34
H -21.9451 -17.8776 6.5633 0.41
H -20.5516 -18.6336 7.3102 0.44
O -17.1797 -15.3280 4.5962 0.74
S -17.7810 -13.9889 4.5642 0.95
O -18.8554 -13.5482 5.4705 -0.60
O -16.4546 -12.9550 4.7357 0.01
C -16.5094 -11.5608 4.5923 -0.38
C -15.2196 -10.8803 5.1000 -1.15
C -18.3196 -13.5929 2.8677 -0.92
H -17.3107 -11.1305 5.1930 0.34
H -16.7335 -11.2722 3.5653 0.36
H -15.0278 -11.1640 6.1348 0.30
H -15.3800 -9.8059 5.0099 0.41
H -14.3406 -11.2524 4.5738 0.27
H -18.9928 -14.3825 2.5338 0.33
H -17.4522 -13.4551 2.2221 0.34
H -18.7638 -12.6005 2.9438 0.48
O -12.9840 -20.1792 2.9766 -0.65
S -12.9820 -19.7106 4.3583 1.36
O -14.0161 -18.7476 4.8707 -0.53
O -13.0674 -21.0628 5.3675 -0.25
C -12.3160 -22.2244 5.0217 -0.62
C -13.2852 -23.0717 4.3007 -0.74
C -11.2286 -19.1337 4.7641 -1.22
H -12.1115 -22.6799 5.9906 0.31
H -11.4290 -22.0053 4.4274 0.48
H -14.1083 -23.2700 4.9872 0.16
H -12.8897 -24.0607 4.0692 0.47
H -13.4078 -22.6638 3.2974 0.15
H -11.3016 -18.6369 5.7316 0.38
H -10.9899 -18.4506 3.9488 0.39
H -10.5026 -19.9316 4.9197 0.47
O -21.6535 -18.9642 -3.2516 -0.48
S -20.4910 -18.9019 -4.1373 1.12
O -20.3560 -17.7596 -5.0789 -0.46
O -19.0608 -18.9185 -3.2703 -0.04
C -19.0579 -19.7046 -2.1218 -0.30
C -17.8298 -19.2659 -1.3546 -0.66
C -20.2438 -20.6205 -4.9016 -0.86
H -18.9972 -20.7738 -2.3249 0.38
H -19.9472 -19.6331 -1.4955 0.52
H -18.0548 -18.2404 -1.0616 0.27
H -17.0771 -19.3800 -2.1347 0.47
H -17.6089 -19.9314 -0.5201 -0.10
H -19.2659 -20.7289 -5.3707 0.39
H -20.9816 -20.6310 -5.7039 0.38
H -20.3626 -21.4524 -4.2074 0.38
```

=====

# C15H40F6N7O11P

A cluster of 8 separate species, C15H40F6N7O11P in total at a distorted geometry (the ωB97M-V functional and the def2-TZVPD basis, the Open Molecules 2025 dataset).

As for the electronic energy: -2746.43014 a.u. The spin multiplicity is 1. Its energy above the lowest of the compared OMol25 structures with the same formula, charge and spin is 48.8 kJ/mol. As for the total charge: +2. For the lowest unoccupied orbital energy, the calculation gives -5.71 eV. The value obtained for the maximum force is 2.5 eV Å⁻¹.

The geometry in XYZ format:
```
80
Properties=species:S:1:pos:R:3:mulliken_charge:R:1
C 16.2300 26.2923 -4.2201 -1.20
C 17.6173 26.4119 -4.7657 0.61
O 18.5486 26.9717 -4.3262 -0.32
N 17.7846 25.6710 -6.1126 -0.10
H 17.3332 24.7565 -6.0268 0.44
H 17.3010 26.0780 -6.9186 0.42
C 19.2356 25.3900 -6.4859 -0.58
H 16.1950 26.7934 -3.2568 0.34
H 15.9788 25.2379 -4.0836 0.38
H 15.5024 26.7612 -4.8851 0.39
H 19.2702 24.3054 -6.5896 0.40
H 19.9732 25.6220 -5.7253 -0.08
H 19.4569 25.8711 -7.4300 0.31
C 23.0936 27.7737 -7.8141 0.09
C 24.1453 28.8467 -7.9047 0.11
O 24.0550 29.8923 -7.3730 -0.39
N 25.2751 28.6795 -8.9092 -0.07
H 24.8106 28.4887 -9.8035 0.42
H 25.7331 29.5897 -9.0057 0.43
C 26.2737 27.5680 -8.6774 -0.59
H 23.0777 27.5618 -6.7434 -0.19
H 23.3431 26.8619 -8.3562 -0.06
H 22.1372 28.1779 -8.1352 0.48
H 26.8443 27.4442 -9.5949 0.49
H 25.7748 26.6610 -8.3691 -0.11
H 27.0059 27.9758 -7.9823 0.36
C 27.9739 25.6919 -4.5634 -0.79
C 28.3939 24.7070 -5.5919 0.71
O 29.4110 24.7716 -6.1965 -0.44
N 27.3518 23.7539 -6.1282 0.71
H 26.4767 23.8256 -5.5841 -0.09
H 27.0171 24.0104 -7.0682 0.22
C 27.9246 22.3653 -6.1602 -0.89
H 28.8194 26.2973 -4.2518 0.41
H 27.5372 25.2781 -3.6542 0.30
H 27.2391 26.3473 -5.0350 0.06
H 27.9401 21.9590 -5.1535 0.37
H 28.9319 22.4350 -6.5545 0.40
H 27.2918 21.7820 -6.8218 0.30
C 23.1813 21.6371 -7.4284 -1.00
C 22.0934 22.4922 -8.0034 0.89
O 20.9316 22.2941 -7.8367 -0.48
N 22.5704 23.7729 -8.5680 0.87
H 22.7715 24.4109 -7.7693 -0.48
H 23.4949 23.6759 -9.0715 0.30
C 21.6271 24.3768 -9.5818 -0.73
H 23.8976 21.3373 -8.2011 0.39
H 22.7632 20.6644 -7.1688 0.40
H 23.6417 22.1162 -6.5669 0.09
H 22.2104 24.6069 -10.4653 0.30
H 21.2409 25.2918 -9.1357 0.16
H 20.7865 23.7065 -9.7123 0.40
C 24.6363 23.5208 -1.4690 -1.01
C 23.2423 24.0387 -1.4273 0.78
O 22.4994 24.0883 -0.5152 -0.44
N 22.7699 24.5800 -2.7718 0.60
H 23.6037 24.5646 -3.4072 -0.24
H 22.2551 23.8244 -3.2378 0.40
C 22.0074 25.8610 -2.6090 -0.77
H 25.3301 24.3666 -1.5076 0.25
H 24.8175 22.8001 -2.2635 0.31
H 24.8334 23.0564 -0.5023 0.39
H 21.1802 25.6619 -1.9384 0.39
H 21.7890 26.2206 -3.6084 0.21
H 22.7015 26.5479 -2.1316 0.34
P 24.8204 28.3557 -3.8560 1.26
F 25.1376 29.3497 -2.6403 -0.34
F 24.9698 29.5444 -4.9155 -0.36
F 26.3572 27.9441 -4.0028 -0.35
F 24.3401 27.3615 -5.0549 -0.44
F 24.6706 27.0808 -2.7863 -0.34
F 23.2329 28.6811 -3.6330 -0.43
N 24.1692 24.8938 -5.9016 0.67
O 22.9199 24.9975 -6.0367 -0.76
O 24.8908 25.1262 -6.8713 0.06
O 24.6541 24.3638 -4.8754 -1.42
N 25.7787 24.4768 -9.8007 0.96
O 26.3949 23.9828 -8.8368 -0.65
O 26.2453 25.3856 -10.4732 -0.63
O 24.6529 23.9762 -10.1314 -0.78
```